Record 1
{
  "formula": "C16H17Cl2N5OS2",
  "method": "ωB97M-V with the def2-TZVPD basis set",
  "largest_force_ev_per_a": 5.3,
  "gap_ev": 8.72,
  "spin_multiplicity": 1,
  "smiles": "Nc1nnc(S[C@H]2N[C@H]3CC[C@@H](Cl)C[C@@H]3C(=O)N2c2ccc(Cl)cc2)s1",
  "homo_ev": -8.5,
  "relative_energy_kj_mol": 92.52,
  "elements": ["O", "Cl", "Cl", "N", "N", "S", "S", "C", "C", "C", "C", "C", "C", "C", "C", "C", "N", "N", "N", "C", "C", "C", "C", "C", "C", "C", "H", "H", "H", "H", "H", "H", "H", "H", "H", "H", "H", "H", "H", "H", "H", "H", "H"],
  "coordinates": [[0.729, 0.780, 2.820], [2.759, 6.124, -0.643], [-1.584, -3.593, 3.647], [0.262, -1.067, -3.386], [0.597, -1.204, -4.762], [2.879, -1.330, -3.748], [1.558, -1.090, -1.008], [0.253, 0.292, 1.852], [1.449, -1.080, -2.758], [1.902, -1.391, -5.096], [1.228, 4.436, 0.813], [2.598, 3.504, -0.814], [0.647, 3.184, 1.020], [2.108, 2.243, -0.550], [2.153, 4.651, -0.162], [1.072, 2.018, 0.339], [2.302, -1.728, -6.362], [0.477, 0.816, 0.592], [-0.781, -0.959, -0.370], [0.200, 0.047, -0.672], [-3.392, -2.142, 2.282], [-1.447, -0.853, 3.414], [-2.608, -2.047, 0.995], [-2.447, -1.973, 3.532], [-0.651, -0.943, 2.124], [-1.611, -0.899, 0.915], [0.999, 5.236, 1.442], [3.279, 3.733, -1.661], [-0.066, 2.948, 1.902], [2.457, 1.423, -1.152], [1.483, -1.952, -6.959], [3.230, -2.106, -6.539], [-0.320, -1.860, -0.425], [-0.024, 0.677, -1.496], [-4.080, -3.051, 2.285], [-4.164, -1.368, 2.291], [-0.738, -0.892, 4.284], [-1.982, 0.175, 3.383], [-2.024, -2.962, 0.946], [-3.290, -2.068, 0.185], [-3.066, -1.818, 4.491], [-0.092, -1.865, 2.118], [-2.254, -0.046, 0.890]],
  "forces_ev_per_angstrom": [[1.337, 1.878, 1.974], [0.493, 1.729, -0.120], [-0.071, 0.532, 0.425], [4.996, -0.120, -1.885], [0.350, -0.319, -0.916], [0.603, 0.333, 1.811], [2.237, 0.593, -1.087], [-0.488, -1.767, 0.339], [-1.703, -0.530, -0.161], [-3.652, -0.149, 0.694], [-0.858, -0.842, 0.574], [0.592, 1.166, -1.407], [-0.623, -1.349, 1.874], [-0.056, -0.677, -0.925], [0.057, -2.993, -0.434], [0.824, 3.968, 1.239], [-1.108, 0.298, -0.207], [-1.024, -2.163, -2.344], [-2.802, -0.510, 1.280], [-0.392, -1.837, 3.660], [-0.824, 0.376, 0.897], [0.632, 1.740, 0.460], [1.165, -1.133, 0.190], [-2.132, -0.829, 0.302], [-1.012, 1.550, -2.455], [0.603, -1.288, -1.073], [-0.793, 1.142, 0.908], [-0.254, -0.824, 0.682], [1.121, 1.056, -1.648], [0.336, -0.142, -0.064], [1.320, 0.083, 0.407], [-0.765, 0.132, 0.054], [-0.733, 0.019, 0.175], [-0.133, 0.773, -0.595], [1.497, 0.698, 0.298], [0.268, 0.557, 0.231], [-0.804, 0.301, -0.676], [0.644, -1.668, 0.438], [0.135, -0.380, -0.297], [-0.560, 0.176, -1.058], [1.024, -0.568, -1.439], [0.411, -0.304, -0.265], [0.143, 1.292, 0.147]],
  "nbo_charge": [-0.58, 0.05, -0.11, -0.23, -0.35, 0.41, 0.27, 0.71, -0.20, 0.14, -0.23, -0.20, -0.20, -0.26, -0.09, 0.22, -0.81, -0.51, -0.65, 0.03, -0.42, -0.43, -0.41, -0.15, -0.33, -0.04, 0.22, 0.22, 0.23, 0.22, 0.42, 0.41, 0.37, 0.23, 0.24, 0.21, 0.25, 0.23, 0.20, 0.22, 0.24, 0.24, 0.20]
}

=====

Record 2
{
  "formula": "C16H17ClFeN9O2S",
  "method": "ωB97M-V with the def2-TZVPD basis set",
  "total_charge": 1,
  "largest_force_ev_per_a": 0.2,
  "gap_ev": [8.37, 8.24],
  "spin_multiplicity": 5,
  "homo_ev": [-11.3, -11.2],
  "relative_energy_kj_mol": 0.00,
  "elements": ["Fe", "N", "N", "C", "N", "S", "H", "H", "H", "H", "H", "N", "C", "N", "C", "N", "N", "C", "N", "C", "C", "C", "C", "C", "N", "H", "H", "H", "H", "H", "H", "H", "H", "Cl", "C", "C", "C", "C", "C", "C", "C", "O", "O", "H", "H", "H", "H"],
  "coordinates": [[0.595, -0.530, 0.534], [0.982, -0.173, 2.832], [2.312, -0.296, 3.239], [3.263, -0.719, 2.385], [4.506, -0.745, 2.870], [2.960, -1.204, 0.799], [0.718, 0.808, 2.791], [0.378, -0.662, 3.484], [2.579, 0.106, 4.127], [4.727, -0.501, 3.821], [5.251, -1.044, 2.265], [1.594, 1.163, -2.168], [1.104, -0.019, -2.535], [1.178, -0.371, -3.815], [0.658, -1.557, -4.115], [0.716, -1.966, -5.383], [0.060, -2.399, -3.233], [0.048, -1.962, -2.000], [0.554, -0.803, -1.568], [-0.606, -2.819, -0.965], [-1.288, -3.969, -1.320], [-1.898, -4.710, -0.321], [-1.805, -4.277, 0.991], [-1.098, -3.118, 1.256], [-0.507, -2.401, 0.303], [1.946, 1.768, -2.890], [1.430, 1.517, -1.233], [1.143, -1.377, -6.075], [0.324, -2.855, -5.636], [-1.330, -4.256, -2.359], [-2.442, -5.612, -0.565], [-2.271, -4.823, 1.799], [-1.002, -2.745, 2.268], [-3.621, 6.826, 0.737], [-2.729, 5.344, 0.741], [-3.400, 4.146, 0.940], [-2.681, 2.965, 0.942], [-1.303, 2.982, 0.747], [-0.645, 4.192, 0.547], [-1.355, 5.379, 0.544], [-0.539, 1.711, 0.750], [-1.133, 0.612, 0.964], [0.712, 1.708, 0.538], [-4.470, 4.149, 1.089], [-3.179, 2.017, 1.092], [0.425, 4.193, 0.396], [-0.859, 6.327, 0.393]],
  "forces_ev_per_angstrom": [[-0.119, 0.027, 0.185], [-0.024, 0.002, 0.007], [-0.048, 0.042, 0.057], [-0.019, 0.012, -0.019], [0.038, -0.012, -0.034], [0.032, -0.033, -0.016], [0.021, -0.017, 0.026], [0.015, 0.010, -0.035], [-0.021, -0.024, -0.043], [0.003, -0.006, -0.004], [-0.004, -0.002, 0.013], [0.012, 0.005, -0.045], [-0.034, 0.009, -0.015], [0.002, -0.018, -0.011], [0.017, 0.019, -0.004], [0.011, 0.007, -0.015], [-0.028, -0.020, 0.030], [-0.026, 0.024, -0.033], [0.039, -0.029, -0.025], [0.015, -0.001, 0.014], [0.007, -0.009, 0.007], [-0.003, -0.001, -0.005], [0.005, 0.007, 0.004], [0.004, -0.005, 0.008], [0.060, 0.026, -0.054], [0.010, -0.015, -0.001], [0.009, 0.023, 0.030], [-0.005, -0.005, 0.008], [-0.001, 0.001, 0.002], [0.001, -0.002, -0.009], [-0.006, -0.008, -0.002], [-0.002, -0.004, 0.008], [-0.003, 0.003, 0.006], [0.001, -0.005, 0.002], [0.009, -0.006, -0.002], [-0.003, -0.002, 0.000], [-0.001, -0.005, 0.004], [0.029, -0.004, 0.028], [-0.010, -0.006, 0.007], [0.000, -0.005, 0.001], [-0.099, 0.104, -0.105], [0.056, -0.100, 0.014], [0.062, 0.015, 0.022], [-0.005, -0.004, -0.002], [-0.009, 0.000, 0.001], [0.008, 0.005, 0.002], [0.009, 0.007, -0.006]],
  "nbo_charge": [1.43, -0.67, -0.43, 0.32, -0.76, -0.25, 0.40, 0.39, 0.39, 0.41, 0.43, -0.76, 0.63, -0.57, 0.61, -0.74, -0.55, 0.46, -0.70, 0.15, -0.19, -0.13, -0.23, 0.07, -0.52, 0.42, 0.44, 0.42, 0.42, 0.26, 0.24, 0.24, 0.20, 0.03, -0.01, -0.24, -0.15, -0.14, -0.17, -0.23, 0.75, -0.78, -0.81, 0.24, 0.24, 0.23, 0.24]
}

=====

Record 3
{
  "formula": "C16H17ClN2O4S",
  "method": "ωB97M-V with the def2-TZVPD basis set",
  "largest_force_ev_per_a": 0.8,
  "gap_ev": 9.46,
  "spin_multiplicity": 1,
  "smiles": "Cc1cc(Cl)c(S(=O)(=O)NCc2ccccc2)cc1OCC(N)=O",
  "homo_ev": -8.9,
  "relative_energy_kj_mol": 27.30,
  "elements": ["C", "C", "C", "C", "C", "C", "C", "O", "C", "H", "C", "O", "N", "H", "H", "H", "H", "S", "O", "O", "N", "H", "C", "C", "C", "C", "C", "C", "C", "H", "H", "H", "H", "H", "H", "H", "Cl", "H", "H", "H", "H"],
  "coordinates": [[-4.659, -2.465, 0.247], [-3.291, -1.888, 0.070], [-2.203, -2.686, -0.234], [-0.940, -2.129, -0.398], [-0.768, -0.766, -0.261], [-1.841, 0.049, 0.048], [-3.105, -0.500, 0.217], [-4.226, 0.216, 0.510], [-4.094, 1.583, 0.834], [-3.331, 1.747, 1.603], [-3.798, 2.512, -0.353], [-3.405, 3.640, -0.187], [-4.056, 1.970, -1.558], [-4.385, 1.025, -1.648], [-3.873, 2.510, -2.387], [-5.066, 1.874, 1.246], [-1.645, 1.106, 0.132], [0.835, 0.004, -0.510], [0.679, 1.406, -0.275], [1.356, -0.427, -1.774], [1.700, -0.663, 0.757], [2.166, -1.506, 0.451], [2.600, 0.230, 1.477], [3.881, 0.449, 0.716], [3.927, 1.385, -0.310], [5.079, 1.536, -1.062], [6.192, 0.755, -0.797], [6.151, -0.180, 0.223], [4.998, -0.335, 0.973], [4.966, -1.068, 1.768], [7.016, -0.792, 0.433], [7.090, 0.874, -1.385], [5.107, 2.264, -1.859], [3.054, 1.984, -0.518], [2.054, 1.166, 1.598], [2.792, -0.213, 2.459], [0.403, -3.125, -0.773], [-2.329, -3.751, -0.344], [-4.632, -3.549, 0.202], [-5.073, -2.151, 1.203], [-5.327, -2.095, -0.530]],
  "forces_ev_per_angstrom": [[0.019, 0.056, 0.024], [-0.051, 0.325, 0.057], [0.203, 0.269, 0.004], [-0.220, 0.186, 0.001], [0.384, 0.078, -0.126], [-0.262, 0.216, 0.089], [0.493, -0.453, -0.103], [-0.141, -0.130, -0.129], [0.036, 0.393, 0.196], [-0.051, -0.004, -0.128], [-0.187, -0.472, 0.109], [0.139, 0.327, 0.237], [-0.109, -0.159, -0.381], [0.030, 0.032, 0.024], [0.007, 0.027, 0.047], [0.184, 0.018, -0.052], [-0.068, 0.165, 0.049], [-0.098, -0.715, -0.044], [-0.094, 0.182, 0.394], [-0.073, -0.055, 0.212], [-0.568, 0.221, -0.507], [-0.063, -0.134, -0.178], [0.101, 0.341, 0.077], [0.102, 0.040, 0.117], [0.093, 0.026, 0.049], [-0.019, 0.050, -0.033], [0.076, -0.014, -0.028], [0.097, -0.067, -0.020], [-0.088, 0.064, 0.038], [0.002, -0.064, 0.099], [0.068, -0.040, 0.013], [0.067, 0.013, -0.043], [-0.001, 0.064, -0.069], [-0.054, 0.099, -0.044], [0.177, -0.022, 0.222], [-0.047, 0.093, -0.101], [0.171, -0.700, -0.078], [-0.010, -0.120, -0.009], [-0.025, -0.084, -0.006], [-0.101, -0.038, 0.048], [-0.116, -0.012, -0.027]],
  "nbo_charge": [-0.63, -0.02, -0.22, -0.03, -0.35, -0.22, 0.28, -0.50, -0.17, 0.21, 0.64, -0.60, -0.82, 0.40, 0.41, 0.23, 0.25, 2.32, -0.95, -0.92, -0.86, 0.41, -0.27, 0.03, -0.24, -0.19, -0.21, -0.21, -0.25, 0.21, 0.21, 0.21, 0.21, 0.23, 0.24, 0.21, 0.03, 0.23, 0.22, 0.23, 0.22]
}